*one*
Formula: CH2O2S
Source: the Open Molecules 2025 dataset
Level of theory: wB97M-V/def2-TZVPD

Calculated values
LUMO level: 0.5 eV
Frontier orbital gap: 10.9 eV

ORCA input file:
```
! RIJCOSX wB97M-V def2-TZVPD def2/J DEFGRID3
* xyz 0 1
O 2.249 -1.437 2.427
C 1.231 -1.101 2.851
S -0.159 -0.650 3.351
O -0.149 -0.203 0.224
H 0.039 -0.991 -0.450
H -1.050 -0.208 0.630
*
```

*two*
Formula: CH2O2S
Source: the Open Molecules 2025 dataset
Level of theory: wB97M-V/def2-TZVPD

Calculated values
LUMO level: -0.7 eV
Frontier orbital gap: 8.2 eV

ORCA input file:
```
! RIJCOSX wB97M-V def2-TZVPD def2/J DEFGRID3
* xyz 0 1
C 0.527 -0.109 0.017
H -1.079 1.122 -0.504
H -1.256 -0.744 0.673
O -0.024 1.091 -0.016
O -0.358 -1.198 -0.131
S 2.191 -0.161 -0.040
*
```

*three*
Formula: CH2O2S
Source: the Open Molecules 2025 dataset
Level of theory: wB97M-V/def2-TZVPD

Calculated values
LUMO level: 0.3 eV
Frontier orbital gap: 9.4 eV

ORCA input file:
```
! RIJCOSX wB97M-V def2-TZVPD def2/J DEFGRID3
* xyz 0 1
O 0.326 -0.003 -1.215
C 0.141 0.030 0.075
O -1.243 -0.033 0.220
S 1.385 0.344 1.193
H 1.318 -0.340 -1.313
H -1.928 0.002 1.039
*
```

*four*
Formula: CH2O2S
Source: the Open Molecules 2025 dataset
Level of theory: wB97M-V/def2-TZVPD

Calculated values
LUMO level (spin up / spin down): -1.1 / -1.1 eV
Frontier orbital gap (spin up / spin down): 8.6 / 8.6 eV

ORCA input file:
```
! RIJCOSX wB97M-V def2-TZVPD def2/J DEFGRID3
* xyz 0 1
C -0.873 0.189 -0.614
S 0.685 -0.025 0.514
O 1.888 0.111 -0.257
O 0.743 0.053 1.938
H -1.708 -0.103 0.003
H -0.735 -0.225 -1.585
*
```

Which structure loses on stability? *four* does.

*one*
Formula: C2H2F2INO
Source: the Open Molecules 2025 dataset
Level of theory: wB97M-V/def2-TZVPD

Calculated values
LUMO level: -0.5 eV
Frontier orbital gap: 9.6 eV

ORCA input file:
```
! RIJCOSX wB97M-V def2-TZVPD def2/J DEFGRID3
* xyz 0 1
C -2.126 0.834 -0.467
C 1.038 -0.717 0.971
N -2.101 -0.342 -0.549
O -2.318 1.978 -0.313
F 1.691 -1.678 1.550
F 0.665 -1.229 -0.283
I 2.884 0.689 -0.337
H 1.561 1.334 0.204
H -1.295 -0.871 -0.776
*
```

*two*
Formula: C2H2F2INO
Source: the Open Molecules 2025 dataset
Level of theory: wB97M-V/def2-TZVPD

Calculated values
LUMO level: -0.1 eV
Frontier orbital gap: 8.7 eV

ORCA input file:
```
! RIJCOSX wB97M-V def2-TZVPD def2/J DEFGRID3
* xyz 0 1
C -1.664 0.304 -0.637
C 0.922 -1.099 -0.203
N -1.363 0.873 0.355
O -1.832 -0.128 -1.680
F 0.885 -2.134 0.630
F 1.847 -1.512 -1.066
I 2.170 0.720 0.892
H 0.971 1.869 0.495
H -1.937 1.106 1.215
*
```

Which structure loses on stability? *two* does.

*one*
Formula: C4H5N2O2
Source: the Open Molecules 2025 dataset
Level of theory: wB97M-V/def2-TZVPD

Calculated values
LUMO level: -5.0 eV
Frontier orbital gap: 8.8 eV

ORCA input file:
```
! RIJCOSX wB97M-V def2-TZVPD def2/J DEFGRID3
* xyz 1 1
N -1.382 0.343 1.262
C -0.524 0.621 0.423
C 0.186 1.039 -0.677
C 1.452 0.349 -1.005
C 2.379 0.260 0.213
O 3.014 0.883 0.970
N 1.905 -0.875 -0.290
O 1.027 -1.787 0.309
H -2.123 -0.332 1.124
H -1.035 0.543 2.221
H 0.157 2.046 -1.150
H 1.869 0.425 -1.914
H 0.826 -2.586 -0.324
*
```

*two*
Formula: C4H5N2O2
Source: the Open Molecules 2025 dataset
Level of theory: wB97M-V/def2-TZVPD

Calculated values
LUMO level: -5.8 eV
Frontier orbital gap: 9.3 eV

ORCA input file:
```
! RIJCOSX wB97M-V def2-TZVPD def2/J DEFGRID3
* xyz 1 1
C 0.246 -0.887 0.487
C -0.243 0.526 0.144
O -0.036 0.859 -1.121
C -1.016 1.338 0.897
C -1.473 2.660 0.259
O -2.381 3.373 0.563
N -1.371 0.959 2.049
N -1.662 0.872 3.103
H -0.569 -1.736 0.516
H 0.567 -0.990 1.503
H 1.033 -1.095 -0.246
H 0.486 0.103 -1.561
H -0.838 2.655 -0.643
*
```

Which structure loses on stability? *one* does.

*one*
Formula: C5H7N3
Source: the Open Molecules 2025 dataset
Level of theory: wB97M-V/def2-TZVPD

Calculated values
LUMO level: -10.5 eV
Frontier orbital gap: 8.4 eV

ORCA input file:
```
! RIJCOSX wB97M-V def2-TZVPD def2/J DEFGRID3
* xyz 2 1
C -1.310 -0.375 -1.741
C -0.764 -1.515 -1.175
C -0.218 0.483 0.031
C 1.074 -1.523 0.545
C 0.527 1.855 1.682
N 1.097 2.805 1.440
N -1.009 0.731 -0.940
N 0.090 -0.927 -0.058
H -1.938 -0.344 -2.573
H -0.708 -2.391 -1.793
H 1.630 -1.063 1.310
H 1.349 -2.490 0.289
H 0.039 1.387 2.483
H 1.728 3.637 1.354
H -1.495 1.581 -1.083
*
```

*two*
Formula: C5H7N3
Source: the Open Molecules 2025 dataset
Level of theory: wB97M-V/def2-TZVPD

Calculated values
LUMO level: -10.9 eV
Frontier orbital gap: 8.4 eV

ORCA input file:
```
! RIJCOSX wB97M-V def2-TZVPD def2/J DEFGRID3
* xyz 2 1
C -1.363 -0.222 -1.826
C -0.769 -1.376 -1.498
C -0.358 0.174 0.095
C 0.940 -1.863 -0.010
C 0.702 1.989 2.102
N 1.297 2.659 2.809
N -1.108 0.717 -0.824
N -0.054 -1.169 -0.381
H -1.975 -0.036 -2.755
H -0.486 -2.210 -2.206
H 1.437 -1.762 1.006
H 1.107 -2.822 -0.439
H 0.104 1.002 1.213
H 1.875 3.221 3.352
H -1.348 1.697 -0.636
*
```

Which structure loses on stability? *one* does.

*one*
Formula: C6H13N3
Source: the Open Molecules 2025 dataset
Level of theory: wB97M-V/def2-TZVPD

Calculated values
LUMO level: 0.7 eV
Frontier orbital gap: 8.9 eV

ORCA input file:
```
! RIJCOSX wB97M-V def2-TZVPD def2/J DEFGRID3
* xyz 0 1
C 1.021 -1.816 -0.990
N 0.981 -1.832 0.276
C 0.163 -1.029 1.082
C 0.029 -1.243 2.377
C -0.625 0.183 0.449
C -1.892 -0.134 -0.525
N 0.320 0.840 -0.477
C 1.497 1.452 0.121
N -0.161 1.775 -1.389
H 1.603 -2.625 -1.402
H 0.639 -1.044 -1.599
H 0.601 -1.953 2.973
H -0.783 -0.832 2.903
H -1.012 0.863 1.291
H -1.631 0.063 -1.543
H -2.772 0.454 -0.146
H -2.050 -1.191 -0.680
H 2.110 2.015 -0.601
H 1.183 2.027 1.052
H 2.143 0.667 0.469
H -1.193 1.965 -1.322
H -0.172 1.394 -2.318
*
```

*two*
Formula: C6H13N3
Source: the Open Molecules 2025 dataset
Level of theory: wB97M-V/def2-TZVPD

Calculated values
LUMO level: 1.0 eV
Frontier orbital gap: 10.2 eV

ORCA input file:
```
! RIJCOSX wB97M-V def2-TZVPD def2/J DEFGRID3
* xyz 0 1
C -1.087 -0.283 -2.045
C -1.587 -0.747 0.181
N -0.807 -0.117 -0.836
C 1.853 -1.238 0.236
C 2.189 -2.263 -0.277
H 1.540 -0.337 0.675
H 0.422 -3.073 -3.139
H -0.476 0.206 -2.790
H -1.920 -0.897 -2.410
H -0.933 -1.434 0.722
H -2.457 -1.296 -0.203
H -1.915 0.021 0.882
H 0.436 -2.490 -2.622
H 2.491 -3.166 -0.720
C 1.208 1.327 2.622
C -0.607 2.941 0.422
N 0.064 1.722 2.263
N -0.303 2.763 1.633
H 2.140 1.789 2.303
H -1.048 3.888 0.157
H 1.258 0.490 3.298
H -0.461 2.193 -0.353
*
```

*three*
Formula: C6H13N3
Source: the Open Molecules 2025 dataset
Level of theory: wB97M-V/def2-TZVPD

Calculated values
LUMO level: 0.9 eV
Frontier orbital gap: 7.9 eV

ORCA input file:
```
! RIJCOSX wB97M-V def2-TZVPD def2/J DEFGRID3
* xyz 0 1
C -0.408 -0.938 -2.330
C 0.394 -0.088 -1.680
N 1.745 -0.067 -1.783
N -0.303 1.283 -1.047
C -0.828 0.692 0.082
N -2.164 0.409 0.007
C -0.032 0.090 1.042
C 1.297 0.662 1.460
C -0.605 -0.900 2.022
H 0.009 -1.734 -2.933
H -1.485 -0.852 -2.279
H 2.247 0.051 -0.914
H 2.141 -0.476 -2.621
H 0.518 1.830 -0.809
H -2.630 0.173 0.870
H -2.633 0.950 -0.708
H 1.249 1.060 2.482
H 2.076 -0.110 1.452
H 1.637 1.493 0.837
H -1.378 -1.533 1.573
H -1.030 -0.418 2.910
H 0.185 -1.577 2.365
*
```

*four*
Formula: C6H13N3
Source: the Open Molecules 2025 dataset
Level of theory: wB97M-V/def2-TZVPD

Calculated values
LUMO level: 1.0 eV
Frontier orbital gap: 8.8 eV

ORCA input file:
```
! RIJCOSX wB97M-V def2-TZVPD def2/J DEFGRID3
* xyz 0 1
C 0.250 3.146 0.230
C 0.135 1.759 0.655
C 0.128 1.371 1.963
N 0.210 0.148 2.525
C 0.148 0.702 -0.382
N 0.043 -0.555 -0.112
N 0.020 -1.325 -1.320
C 0.929 -2.487 -1.132
C -1.352 -1.849 -1.454
H 0.205 3.931 1.022
H 1.237 3.283 -0.262
H -0.560 3.451 -0.462
H 0.121 2.186 2.687
H 0.017 -0.570 1.791
H -0.124 0.015 3.496
H 0.244 1.056 -1.401
H 0.589 -3.084 -0.281
H 1.942 -2.167 -0.860
H 1.002 -2.968 -2.103
H -2.153 -1.112 -1.572
H -1.595 -2.540 -0.618
H -1.436 -2.391 -2.411
*
```

Which structure loses on stability? *two* does.

*one*
Formula: C6H13N3
Source: the Open Molecules 2025 dataset
Level of theory: wB97M-V/def2-TZVPD

Calculated values
LUMO level: 0.4 eV
Frontier orbital gap: 8.5 eV

ORCA input file:
```
! RIJCOSX wB97M-V def2-TZVPD def2/J DEFGRID3
* xyz 0 1
C 1.358 -0.515 0.361
C 0.369 -1.333 -0.122
C -0.349 -2.294 0.788
N 0.309 -1.698 -1.485
H 2.122 -0.130 -0.297
H 1.610 -0.549 1.411
H 0.028 -3.307 0.649
H -0.228 -2.022 1.850
H -1.420 -2.299 0.579
H 1.028 -1.271 -2.052
H 0.292 -2.699 -1.635
N -1.495 1.091 0.603
C -1.579 0.254 -0.320
N -2.163 -0.287 -1.259
H -1.862 2.021 0.523
H -1.621 -0.965 -1.796
C 0.475 2.230 0.859
C 0.601 3.101 -0.150
H 0.629 2.540 1.873
H 0.780 1.126 0.749
H 0.268 2.864 -1.156
H 0.848 4.139 0.029
*
```

*two*
Formula: C6H13N3
Source: the Open Molecules 2025 dataset
Level of theory: wB97M-V/def2-TZVPD

Calculated values
LUMO level (spin up / spin down): 0.6 / 0.4 eV
Frontier orbital gap (spin up / spin down): 8.8 / 8.2 eV

ORCA input file:
```
! RIJCOSX wB97M-V def2-TZVPD def2/J DEFGRID3
* xyz 0 1
C 0.301 -0.877 1.104
C -0.319 -1.109 -0.258
C 0.935 -0.286 -0.171
C 2.204 -0.865 -0.831
C -2.560 -0.204 0.299
C 0.658 1.928 0.696
N -1.130 0.762 -1.350
N -1.494 -0.360 -0.700
N 0.825 1.056 -0.467
H -0.398 -0.140 1.753
H 0.670 -1.754 1.620
H -0.157 -2.113 -0.683
H 3.087 -0.481 -0.106
H 2.401 -0.223 -1.749
H 2.066 -1.938 -1.114
H -2.389 0.477 1.149
H -3.238 0.278 -0.457
H -2.822 -1.294 0.529
H 0.431 2.947 0.298
H -0.127 1.614 1.401
H 1.626 1.989 1.251
H -0.569 0.595 -2.216
*
```

Which structure loses on stability? *two* does.